The following is a DFT calculation (ωB97M-V/def2-TZVPD) of a 14-piece molecular cluster, C56H154N14O14 overall in a non-equilibrium geometry.

Each line ends with the Löwdin charge.
Atoms and positions in Å:
C: 2.7661 2.7000 3.8190  -0.05
C: 2.5736 3.9587 2.9581  -0.40
C: 2.5163 5.1960 3.8947  -0.22
O: 1.5944 5.1546 4.9798  -0.18
C: 1.5700 6.3551 5.7337  -0.11
N: 3.5889 4.1757 1.9041  0.07
H: 2.7646 1.8174 3.1793  0.06
H: 1.9321 2.4882 4.4881  0.06
H: 3.6833 2.7989 4.3994  0.09
H: 1.5704 3.9312 2.5327  0.08
H: 2.2866 6.0759 3.2939  0.11
H: 3.4788 5.5170 4.2930  0.12
H: 1.9473 6.2525 6.7512  0.08
H: 0.5495 6.7112 5.8747  0.08
H: 2.1409 7.1708 5.2900  0.08
H: 4.5008 4.2865 2.3239  0.08
H: 3.5106 5.1303 1.5837  0.06
C: 4.0107 -2.1777 4.6411  -0.04
C: 3.0663 -2.2248 3.4137  -0.42
C: 3.6284 -3.1589 2.3025  -0.18
O: 4.8761 -2.7580 1.7361  -0.23
C: 5.0260 -1.4254 1.1776  -0.07
N: 1.7641 -2.6097 3.9433  0.05
H: 4.0727 -3.1662 5.0963  0.08
H: 3.6678 -1.4122 5.3372  0.06
H: 5.0267 -1.9008 4.3597  0.07
H: 2.9588 -1.2228 2.9983  0.10
H: 2.8650 -3.2339 1.5281  0.09
H: 3.7998 -4.1392 2.7471  0.13
H: 5.8794 -1.4650 0.5007  0.08
H: 5.0326 -0.6978 1.9891  0.08
H: 4.1298 -1.2397 0.5856  0.08
H: 1.5405 -2.0320 4.7410  0.01
H: 1.0208 -2.5215 3.2652  0.00
C: 4.3942 6.3425 -4.8858  -0.06
C: 4.1083 4.9229 -4.3744  -0.48
C: 2.8625 4.8391 -3.5198  -0.17
O: 3.1498 5.6197 -2.3388  -0.17
C: 2.1510 5.4962 -1.3904  -0.14
N: 3.9610 4.1020 -5.5094  0.04
H: 4.5732 7.0481 -4.0745  0.07
H: 3.4728 6.6835 -5.3579  0.08
H: 5.2673 6.4192 -5.5338  0.07
H: 5.0180 4.6733 -3.8284  0.13
H: 2.8328 3.7795 -3.2657  0.10
H: 1.9733 5.1622 -4.0611  0.14
H: 1.2140 5.9385 -1.7287  0.07
H: 2.5080 5.9233 -0.4533  0.08
H: 1.8812 4.4543 -1.2183  0.07
H: 4.8553 4.0362 -5.9742  0.08
H: 3.5690 3.2041 -5.2641  0.02
C: -3.8156 0.9189 -0.3316  -0.02
C: -5.2948 0.5139 -0.4060  -0.39
C: -6.2295 1.5942 -1.1522  -0.16
O: -6.2084 2.8034 -0.3958  -0.20
C: -6.6437 3.9029 -1.0893  -0.14
N: -5.5432 -0.8212 -0.8938  0.05
H: -3.6354 1.5871 0.5105  0.07
H: -3.4560 1.3107 -1.2830  0.08
H: -3.1383 0.0922 -0.1174  0.05
H: -5.7510 0.4626 0.5826  0.09
H: -7.2364 1.2131 -1.3225  0.12
H: -5.8205 1.8018 -2.1410  0.11
H: -7.6315 3.6993 -1.5027  0.09
H: -5.9655 4.1247 -1.9132  0.08
H: -6.6690 4.7164 -0.3642  0.09
H: -6.4137 -1.1338 -0.4882  0.08
H: -4.8446 -1.4685 -0.5574  0.02
C: 8.0126 0.4267 -1.0302  -0.06
C: 7.6462 1.9430 -0.9044  -0.37
C: 6.3253 2.0143 -0.0572  -0.24
O: 5.3040 1.5713 -0.8409  -0.19
C: 4.1090 2.3024 -0.6249  -0.10
N: 8.8086 2.7070 -0.3782  0.03
H: 8.6413 0.2293 -1.8985  0.07
H: 7.1459 -0.2239 -1.1472  0.06
H: 8.6241 0.0995 -0.1893  0.08
H: 7.4072 2.2671 -1.9173  0.13
H: 6.2402 3.0108 0.3762  0.12
H: 6.2583 1.2925 0.7568  0.12
H: 3.8056 2.2860 0.4218  0.06
H: 3.3171 1.8245 -1.2016  0.07
H: 4.1453 3.3469 -0.9346  0.08
H: 8.6160 3.6752 -0.5915  0.06
H: 9.6314 2.4671 -0.9125  0.06
C: 0.9400 -2.6230 8.4100  -0.08
C: 2.0131 -1.8091 7.7557  -0.40
C: 1.4015 -0.6020 6.9838  -0.16
O: 0.5895 -1.1094 5.8866  -0.24
C: 0.1697 0.0262 5.0902  -0.08
N: 2.9272 -1.2731 8.8475  0.03
H: 0.1761 -2.8664 7.6715  0.08
H: 0.3742 -1.9869 9.0907  0.08
H: 1.3863 -3.5071 8.8655  0.09
H: 2.6416 -2.4613 7.1493  0.12
H: 2.1135 0.0902 6.5344  0.12
H: 0.6802 -0.0550 7.5909  0.12
H: -0.4099 0.8353 5.5346  0.10
H: -0.3964 -0.2779 4.2097  0.06
H: 1.0535 0.3936 4.5686  0.07
H: 2.4354 -0.5369 9.3335  0.05
H: 2.9466 -1.9621 9.5858  0.05
C: -4.9577 -3.9999 -2.5310  -0.04
C: -3.9824 -4.6115 -1.5188  -0.42
C: -4.3266 -4.3006 -0.0721  -0.19
O: -4.3050 -2.9387 0.1734  -0.25
C: -4.6493 -2.5476 1.4539  -0.11
N: -3.9384 -6.0453 -1.7859  0.05
H: -4.4987 -4.1546 -3.5074  0.08
H: -5.1776 -2.9562 -2.3065  0.05
H: -5.9140 -4.5230 -2.5440  0.08
H: -2.9677 -4.2596 -1.7050  0.12
H: -3.6752 -4.7730 0.6632  0.13
H: -5.3643 -4.6096 0.0534  0.13
H: -3.8853 -2.9666 2.1087  0.09
H: -5.6416 -2.9270 1.6979  0.10
H: -4.6752 -1.4774 1.6592  0.07
H: -3.2834 -6.5536 -1.2090  0.06
H: -3.6658 -6.1276 -2.7550  0.05
C: -0.9794 -1.8111 -0.2678  -0.06
C: 0.3365 -1.5565 0.4579  -0.34
C: 0.7841 -0.0479 0.5149  -0.14
O: -0.3283 0.7084 1.0278  -0.20
C: -0.0396 2.1122 1.3223  -0.06
N: 0.0627 -2.0048 1.8395  0.05
H: -1.0723 -1.2819 -1.2162  0.08
H: -1.7461 -1.3306 0.3400  0.06
H: -1.2004 -2.8590 -0.4708  0.06
H: 1.1131 -2.1979 0.0413  0.10
H: 1.0917 0.3446 -0.4543  0.10
H: 1.6347 0.0761 1.1851  0.11
H: 0.4415 2.7665 0.5953  0.08
H: 0.4452 2.2596 2.2874  0.06
H: -1.0195 2.4432 1.6664  0.07
H: -0.3477 -1.2107 2.3098  0.05
H: -0.7225 -2.6392 1.8066  0.07
C: -6.8345 -0.7585 5.5426  -0.08
C: -6.3407 -0.0604 4.3259  -0.40
C: -4.7810 -0.0978 4.2667  -0.22
O: -4.3662 0.7181 3.2283  -0.16
C: -2.9965 0.8925 3.2535  -0.13
N: -6.9280 -0.6084 3.0571  0.06
H: -6.6144 -1.8123 5.3720  0.08
H: -7.9011 -0.8341 5.7542  0.08
H: -6.3428 -0.5086 6.4828  0.08
H: -6.5946 0.9972 4.3980  0.13
H: -4.3322 -1.0879 4.3463  0.13
H: -4.4595 0.3637 5.2004  0.12
H: -2.6578 1.2155 4.2379  0.08
H: -2.7408 1.7972 2.7021  0.08
H: -2.3903 0.0263 2.9883  0.08
H: -7.9375 -0.5775 3.0464  0.07
H: -6.6304 0.0184 2.3233  0.04
C: 0.1771 -5.3457 0.6292  -0.08
C: 0.2457 -6.7882 0.5686  -0.46
C: 0.2653 -7.2550 -0.8965  -0.19
O: -1.0113 -7.0659 -1.5033  -0.21
C: -1.1886 -7.7020 -2.7483  -0.10
N: 1.3090 -7.3782 1.3612  0.07
H: -0.6127 -4.9156 0.0133  0.07
H: 1.1449 -4.9033 0.3929  0.07
H: -0.0129 -5.1008 1.6742  0.09
H: -0.7135 -7.1608 0.9281  0.14
H: 0.5113 -8.3141 -0.8196  0.12
H: 1.1103 -6.9072 -1.4908  0.10
H: -1.4136 -8.7526 -2.5649  0.09
H: -0.2567 -7.7474 -3.3118  0.09
H: -2.0608 -7.3295 -3.2855  0.07
H: 1.3433 -6.9324 2.2669  0.07
H: 2.2060 -7.0342 1.0496  0.05
C: 2.1882 0.5180 -6.7217  -0.04
C: 2.0133 1.1100 -5.2846  -0.43
C: 1.2439 0.2487 -4.2726  -0.19
O: 1.2477 0.8704 -3.0126  -0.23
C: 0.3095 1.9437 -2.9029  -0.07
N: 3.2863 1.3382 -4.7540  0.03
H: 2.8988 0.9482 -7.4275  0.08
H: 1.2232 0.7032 -7.1935  0.07
H: 2.2294 -0.5652 -6.8363  0.07
H: 1.4318 2.0283 -5.3660  0.13
H: 1.8252 -0.6462 -4.0508  0.11
H: 0.2230 -0.0540 -4.5054  0.11
H: 0.6831 2.8094 -3.4498  0.07
H: 0.1777 2.2711 -1.8716  0.07
H: -0.6553 1.5655 -3.2408  0.09
H: 3.0684 1.4806 -3.7781  0.06
H: 3.7578 0.4506 -4.6547  0.10
C: -2.5510 4.7299 -1.9703  -0.04
C: -2.7002 6.1681 -1.4163  -0.44
C: -1.5727 6.5595 -0.4440  -0.16
O: -1.5657 5.5945 0.6284  -0.20
C: -0.5086 5.6728 1.5791  -0.09
N: -2.7494 7.0480 -2.5326  0.03
H: -1.5575 4.4805 -2.3431  0.07
H: -3.2680 4.4663 -2.7478  0.07
H: -2.6674 4.0572 -1.1206  0.06
H: -3.6355 6.2487 -0.8623  0.13
H: -1.6537 7.5739 -0.0536  0.12
H: -0.6140 6.4965 -0.9589  0.10
H: -0.5931 6.6345 2.0853  0.10
H: 0.4207 5.5052 1.0347  0.07
H: -0.4833 4.8254 2.2642  0.07
H: -2.8975 8.0086 -2.2580  0.07
H: -3.5997 6.8563 -3.0428  0.07
C: 3.7524 -5.6301 -0.9020  -0.08
C: 4.1134 -4.5005 -1.8403  -0.41
C: 2.9870 -3.4858 -2.1264  -0.15
O: 1.9767 -4.1712 -2.8818  -0.16
C: 0.8569 -3.4528 -3.1479  -0.14
N: 5.1833 -3.8464 -1.1032  0.05
H: 3.3802 -5.2572 0.0523  0.06
H: 4.5288 -6.3810 -0.7558  0.09
H: 2.9791 -6.1920 -1.4258  0.05
H: 4.4669 -4.9860 -2.7499  0.14
H: 3.4425 -2.6499 -2.6574  0.13
H: 2.6371 -3.0880 -1.1739  0.10
H: 0.5747 -2.8036 -2.3189  0.07
H: 0.0500 -4.1233 -3.4436  0.09
H: 1.0050 -2.8012 -4.0090  0.07
H: 4.8192 -3.2521 -0.3722  0.03
H: 5.7559 -4.6074 -0.7669  0.07
C: -5.6868 -1.3076 -7.3484  -0.09
C: -6.0314 -1.5605 -5.8932  -0.42
C: -4.9493 -1.1286 -4.8775  -0.19
O: -3.7619 -1.9139 -5.0802  -0.19
C: -2.5783 -1.5591 -4.3891  -0.10
N: -7.3262 -0.8622 -5.7293  0.04
H: -6.5043 -1.6492 -7.9833  0.07
H: -4.7835 -1.7245 -7.7937  0.07
H: -5.6119 -0.2637 -7.6529  0.07
H: -6.1373 -2.6401 -5.7867  0.14
H: -5.4469 -1.3067 -3.9242  0.09
H: -4.7777 -0.0556 -4.9631  0.12
H: -1.9857 -2.4734 -4.3550  0.07
H: -2.8281 -1.3406 -3.3509  0.08
H: -1.8834 -0.8875 -4.8932  0.07
H: -7.1857 0.1360 -5.7911  0.07
H: -7.6409 -1.0419 -4.7866  0.06

The LUMO energy comes out at 0.01462 hartree. Its energy relative to the best compared isomer or geometry (same formula, charge and spin) is 6.851 eV. Its total energy is -4045.503104 Ha. The value obtained for the HOMO energy is -8.12 eV. The calculation puts the orbital gap at 8.52 eV.